No. 1
C46H112F5N7O14S3 | the ωB97M-V functional and the def2-TZVPD basis

CARTESIAN COORDINATES (ANGSTROEM)
N -6.06274 4.49801 -3.55192
S -7.49527 4.26587 -3.86839
O -7.94052 3.01866 -3.32974
O -8.10667 4.67525 -5.19086
F -8.14431 5.39737 -2.81041
S -5.49290 3.53041 -4.83892
O -5.20474 4.26012 -6.07226
O -5.77763 2.05676 -4.85350
F -3.91122 3.32126 -4.27310
C -11.85251 1.75301 -7.11769
C -12.70744 2.89865 -6.40864
C -12.25588 3.35396 -5.00633
C -12.97389 4.78778 -4.65873
N -12.69163 5.33924 -3.19123
C -13.38049 6.72132 -2.90153
C -14.75805 6.31368 -2.62480
C -14.65349 4.88195 -1.98758
C -13.19402 4.51403 -1.98608
C -11.14421 5.59600 -2.97401
H -12.44773 1.12396 -7.77957
H -11.53253 1.11769 -6.29181
H -11.00659 2.09739 -7.71261
H -13.73994 2.55276 -6.35966
H -12.68295 3.78936 -7.03645
H -11.17341 3.47992 -5.02842
H -12.55648 2.61101 -4.26757
H -14.05944 4.87173 -4.70996
H -12.61378 5.47845 -5.42122
H -13.01172 7.29148 -2.04886
H -13.47727 7.26215 -3.84293
H -15.14218 7.02718 -1.89578
H -15.33758 6.29481 -3.54778
H -15.10429 4.98377 -1.00040
H -15.20112 4.26272 -2.69805
H -12.83392 4.93990 -1.04957
H -12.82218 3.51262 -2.20288
H -10.67289 4.90313 -2.27696
H -10.88108 6.59564 -2.62819
H -10.61251 5.53623 -3.92366
C -2.48004 3.50786 -8.93210
O -1.35319 4.21654 -8.38239
C -1.49302 4.96619 -7.18085
C -0.45920 6.08043 -7.11158
N 0.92107 5.51249 -7.57181
H 1.24689 4.95113 -6.79797
H 0.67693 4.81146 -8.25668
C 2.02990 6.37054 -8.23015
C 1.58637 6.90255 -9.59651
O 0.67568 7.97216 -9.33164
C -0.12100 8.48627 -10.47020
H -3.34801 3.66162 -8.29095
H -2.33719 2.42892 -8.87227
H -2.80083 3.63400 -9.96617
H -1.50723 4.31196 -6.30914
H -2.48481 5.37528 -7.37348
H -0.31669 6.46739 -6.10260
H -0.74928 6.80435 -7.87309
H 2.83006 5.63463 -8.30940
H 2.29777 7.10755 -7.47307
H 1.17096 6.18580 -10.30489
H 2.44271 7.31815 -10.12761
H 0.38865 8.28983 -11.41348
H -0.21271 9.56305 -10.32793
H -1.14123 8.10382 -10.50145
C -2.92901 6.15212 -3.38132
O -3.39452 7.17247 -2.47002
C -4.72823 7.57214 -2.67374
C -5.72044 7.20281 -1.46860
N -5.47741 5.79105 -1.30759
H -5.67751 5.35627 -2.19699
H -4.52373 5.54895 -1.07960
C -6.21079 4.96892 -0.27287
C -5.14609 4.25791 0.52062
O -3.90013 4.09386 -0.14975
C -3.76688 2.97453 -0.99961
H -1.84062 6.16870 -3.43814
H -3.20858 6.21617 -4.43291
H -3.27965 5.18464 -3.02197
H -5.09362 7.26071 -3.65231
H -4.60238 8.65001 -2.77608
H -6.77545 7.29723 -1.72575
H -5.64025 7.81233 -0.56851
H -6.75565 4.26055 -0.89692
H -6.81922 5.53751 0.43043
H -5.57803 3.38294 1.00637
H -4.79929 4.92200 1.31233
H -3.86222 1.96757 -0.59337
H -2.82949 3.13258 -1.53292
H -4.47767 3.04471 -1.82298
C -5.36172 5.29181 -9.23842
C -6.62288 6.01427 -9.82638
N -7.94533 5.83436 -8.96895
C -7.66689 6.50333 -7.61644
C -9.01922 6.68881 -9.77757
C -10.46502 6.46520 -9.36007
C -8.39907 4.34424 -8.64735
C -8.90484 3.57107 -9.94246
O -8.02259 3.72672 -11.01043
C -7.92969 2.66234 -11.92555
H -5.03818 5.69605 -8.27925
H -4.42479 5.28275 -9.79536
H -5.47588 4.23992 -8.97649
H -6.84144 5.85196 -10.88184
H -6.33406 7.06353 -9.88761
H -7.47574 7.54343 -7.88056
H -6.82104 5.98801 -7.16138
H -8.45933 6.50842 -6.86803
H -8.98941 6.28304 -10.78879
H -8.78716 7.75382 -9.77573
H -11.11218 6.66068 -10.21510
H -10.82773 7.23391 -8.67770
H -10.75178 5.49500 -8.95437
H -9.09472 4.36431 -7.80844
H -7.51490 3.76084 -8.39042
H -9.84998 3.84209 -10.41293
H -9.12781 2.53802 -9.67563
H -7.00264 2.71282 -12.49662
H -8.78992 2.50309 -12.57574
H -7.78833 1.73851 -11.36461
C -10.52223 -0.39615 -4.44231
C -9.69478 -1.62164 -4.04333
N -8.47414 -1.83741 -5.00861
C -8.88165 -1.69325 -6.46033
C -7.33222 -0.69735 -4.60034
C -6.65454 -0.85995 -3.18541
C -7.88419 -3.27773 -4.74024
C -8.73567 -4.47340 -5.21785
O -8.73344 -4.45744 -6.65535
C -9.62817 -5.44053 -7.19750
H -9.98527 0.43222 -4.90445
H -11.27022 0.04120 -3.78100
H -11.13035 -0.62478 -5.31754
H -10.30782 -2.51606 -4.15417
H -9.27499 -1.49569 -3.04533
H -9.86896 -2.15453 -6.43713
H -8.14812 -2.01261 -7.20063
H -8.95146 -0.60613 -6.49748
H -7.92333 0.20238 -4.77110
H -6.55278 -0.73879 -5.36117
H -7.27728 -0.64367 -2.31736
H -5.86572 -0.11762 -3.30710
H -6.03994 -1.75426 -3.08252
H -7.71214 -3.39404 -3.67021
H -6.88508 -3.41220 -5.15475
H -9.72446 -4.48420 -4.75930
H -8.29939 -5.43215 -4.93755
H -9.76549 -5.39360 -8.27780
H -10.65458 -5.49816 -6.83521
H -9.19651 -6.43209 -7.06121
C -2.60064 -0.97467 -3.04683
C -1.52908 -1.18648 -4.14911
N -2.03390 -1.07261 -5.63640
C -3.08312 -2.24160 -5.86233
C -2.68573 0.28040 -5.88091
C -1.81377 1.57519 -5.87485
C -0.84719 -1.37098 -6.54913
C -0.97897 -0.87344 -8.05478
O -1.93757 -1.70604 -8.73487
C -1.95185 -1.56350 -10.17526
H -2.10295 -1.01251 -2.07782
H -3.45620 -1.64309 -3.14346
H -3.10998 -0.01836 -3.16576
H -1.05100 -2.16397 -4.08546
H -0.72701 -0.45868 -4.02622
H -3.98433 -1.89719 -5.35508
H -2.70975 -3.10880 -5.31766
H -3.10525 -2.49748 -6.92164
H -3.57325 0.40784 -5.26110
H -3.13251 0.11966 -6.86205
H -2.31709 2.38144 -6.40846
H -0.87705 1.52978 -6.43036
H -1.55557 2.03766 -4.92219
H -0.45255 -2.38237 -6.45192
H 0.01937 -0.78901 -6.23530
H 0.02782 -0.88021 -8.47241
H -1.39334 0.13172 -8.13253
H -2.38855 -0.63374 -10.53987
H -2.40079 -2.43270 -10.65593
H -0.97624 -1.61889 -10.65818
C -5.18876 0.93173 -9.54180
F -3.98832 1.01896 -9.09362
F -5.35519 2.04733 -10.13633
F -5.17858 -0.06736 -10.44054
S -6.40548 0.40241 -8.18126
O -7.01599 1.56939 -7.49400
O -7.45997 -0.31894 -8.89991
O -5.65977 -0.45347 -7.24751

Summary:
- 2S+1: 2
- Net charge: +3
- Total energy: -134670.9764 eV
- Orbital gap (spin up / spin down): 0.1406 / 0.3038 Ha

***

No. 2
C46H112O21 | the ωB97M-V functional and the def2-TZVPD basis

CARTESIAN COORDINATES (ANGSTROEM)
C -23.57306 28.10189 9.42113
C -22.28842 28.65092 10.06554
C -21.98075 29.93322 9.30422
O -22.51829 29.67036 8.03413
C -23.76085 28.95117 8.16506
H -24.42062 28.10127 10.10823
H -23.41272 27.03291 9.27335
H -21.49348 27.91904 9.92600
H -22.36712 28.84856 11.13533
H -20.91544 30.13793 9.19389
H -22.41691 30.81399 9.78467
H -23.97663 28.41663 7.24060
H -24.61272 29.62693 8.27420
C -18.05305 27.56170 13.54569
C -18.16875 26.51198 12.45349
C -18.89972 27.24546 11.29976
O -19.14338 28.56728 11.77068
C -18.31850 28.90428 12.89417
H -17.08706 27.53939 14.04982
H -18.86710 27.42017 14.25845
H -18.66669 25.60050 12.78389
H -17.21153 26.13784 12.08617
H -19.86154 26.74295 11.19490
H -18.30000 27.13343 10.39633
H -18.72876 29.64780 13.57587
H -17.37380 29.29241 12.50542
C -21.58592 31.26077 12.83265
C -21.94493 30.47359 14.10513
C -21.37855 31.31222 15.25328
O -20.80326 32.45135 14.68041
C -20.48453 32.18246 13.30862
H -22.48508 31.78097 12.50089
H -21.18063 30.65229 12.02360
H -21.55177 29.45644 14.07134
H -23.01984 30.36467 14.25207
H -20.69277 30.70988 15.85506
H -22.18932 31.66445 15.89154
H -19.48578 31.74671 13.22393
H -20.44934 33.13544 12.78066
C -25.59557 31.19867 12.39348
O -25.60967 32.32999 11.55137
H -24.95342 31.14340 13.27433
H -26.60449 31.06196 12.79822
H -25.47118 30.26167 11.84798
H -25.48027 33.14077 12.06419
C -17.28004 34.51467 13.60578
O -18.23817 35.00937 12.69610
H -17.27182 35.00518 14.57725
H -17.51881 33.45724 13.74216
H -16.29949 34.66061 13.14813
H -18.24774 34.53155 11.85637
C -24.14002 27.43276 13.34334
O -24.65929 26.56659 14.30272
C -25.79430 25.85630 13.80609
C -26.13888 24.71920 14.75265
O -26.27818 25.26468 16.05584
C -26.72175 24.31708 16.98593
H -24.87458 28.17288 13.01377
H -23.82814 26.83590 12.48092
H -23.25071 27.96247 13.68469
H -25.60857 25.48452 12.79689
H -26.65997 26.52272 13.83609
H -25.37730 23.93526 14.77329
H -27.07220 24.23637 14.45101
H -27.67982 23.88984 16.68040
H -26.82590 24.81755 17.94822
H -25.99726 23.51018 17.12339
C -18.51506 33.27350 16.70733
O -17.37486 34.08209 16.88627
C -17.47935 35.07881 17.84802
C -17.42702 34.51226 19.27344
O -16.15798 33.98177 19.51298
C -16.01332 33.46807 20.81635
H -18.65561 32.61867 17.57166
H -18.39830 32.67660 15.80420
H -19.45243 33.82178 16.58693
H -18.40209 35.65655 17.74645
H -16.63892 35.76488 17.73821
H -18.28878 33.87997 19.50312
H -17.54302 35.33190 19.99297
H -15.93945 34.29997 21.52147
H -15.10377 32.88015 20.94981
H -16.76508 32.75732 21.16912
C -14.52785 32.52076 12.26346
O -15.58986 32.67205 11.36482
C -16.63259 31.68971 11.51589
C -17.70390 31.93977 10.46406
O -18.24119 33.25064 10.55376
C -19.45326 33.31637 9.78925
H -14.94493 32.77626 13.24140
H -13.78474 33.26347 11.97470
H -14.05749 31.53497 12.27702
H -16.97574 31.70688 12.55230
H -16.21864 30.70013 11.30519
H -18.40974 31.13264 10.68500
H -17.32026 31.81096 9.45032
H -20.24651 32.69819 10.21478
H -19.26612 32.98104 8.76731
H -19.81901 34.34213 9.79136
C -27.27879 35.73174 10.60358
O -26.42955 35.37524 11.67615
C -27.07919 35.18660 12.93977
C -26.00666 34.98119 14.06242
O -25.38183 33.71660 13.88931
C -24.43733 33.52756 14.92987
H -28.03441 34.95286 10.47914
H -26.72793 35.88649 9.67886
H -27.76277 36.64526 10.95916
H -27.60903 34.23067 12.96989
H -27.77018 36.01083 13.12300
H -26.55027 34.96555 15.01189
H -25.45231 35.91932 14.14562
H -23.73433 34.35999 15.00993
H -23.86931 32.60284 14.83966
H -24.88811 33.48399 15.92517
C -21.57461 27.70845 16.49145
O -20.26364 28.14726 16.38425
C -19.58702 28.30221 17.61889
C -18.31019 29.09740 17.25048
O -17.81044 29.58667 18.47554
C -16.64242 30.38639 18.31076
H -22.19085 28.46820 16.98248
H -21.67122 26.78701 17.07323
H -22.08242 27.51612 15.54598
H -19.37745 27.32308 18.05445
H -20.19941 28.86215 18.32917
H -18.54533 29.87319 16.51793
H -17.56338 28.44878 16.78465
H -16.41781 30.75368 19.31167
H -16.80162 31.25262 17.66528
H -15.77153 29.84980 17.92818
C -20.70814 31.32275 19.36970
O -20.71721 32.63621 19.86089
C -21.71642 33.40094 19.25437
C -21.73419 34.79579 19.81532
O -20.60605 35.56676 19.45719
C -20.62838 36.94010 19.81789
H -20.47058 31.27091 18.30450
H -21.65544 30.80321 19.54429
H -19.98844 30.71678 19.92028
H -22.71554 33.04973 19.53882
H -21.72747 33.38397 18.16114
H -21.86033 34.78476 20.90202
H -22.67207 35.26426 19.49893
H -19.71728 37.36842 19.40174
H -20.61718 37.10910 20.89730
H -21.47005 37.52271 19.43622
C -21.30154 36.13429 12.57355
O -21.94021 35.86886 11.32108
C -22.94305 34.87272 11.48633
C -23.59857 34.54658 10.20706
O -22.56789 34.12686 9.30777
C -23.08564 33.40204 8.21100
H -20.49908 36.86724 12.51048
H -20.98164 35.23165 13.09530
H -21.96736 36.64427 13.27930
H -23.61168 35.14650 12.30627
H -22.44463 33.96279 11.83670
H -24.16451 35.36626 9.75771
H -24.27980 33.70494 10.34673
H -22.36725 33.10852 7.44653
H -23.80216 34.08304 7.74284
H -23.58778 32.48793 8.53670
C -25.83272 27.51534 19.41333
O -25.46385 28.66007 18.66380
C -25.39273 28.29537 17.25823
C -25.33022 29.53318 16.40052
O -24.18725 30.35952 16.51035
C -24.19635 31.25509 17.61902
H -26.78414 27.13138 19.03795
H -25.84655 27.78770 20.46782
H -25.14773 26.66479 19.35046
H -26.28732 27.72580 16.99973
H -24.52286 27.67337 17.03533
H -26.26200 30.06297 16.61763
H -25.36473 29.13379 15.38565
H -24.27752 30.69216 18.54992
H -25.10118 31.86579 17.56215
H -23.32659 31.90782 17.65413

Summary:
- 2S+1: 1
- Total energy: -92503.2773 eV
- Orbital gap: 0.3488 Ha